Computed, not measured: a structure of composition C37H33F6GeN6O5RuS3 at a distorted geometry, with ωB97M-V/def2-TZVPD.

Cartesian coordinates (Å):
Ru  -0.341  -1.140  -0.417
F  -0.165  2.136  4.244
C  -0.698  1.080  3.618
F  0.261  0.204  3.361
F  -1.582  0.513  4.447
S  -1.569  1.604  2.065
O  -1.549  0.435  1.224
O  -2.847  2.051  2.539
N  -0.726  2.828  1.571
S  0.177  2.890  0.285
O  0.159  1.710  -0.531
O  0.016  4.163  -0.356
C  1.873  2.962  1.018
F  2.014  2.062  1.985
F  2.099  4.179  1.542
F  2.784  2.742  0.075
S  1.589  -1.128  0.817
C  2.568  -1.879  -0.411
N  3.761  -2.322  -0.256
N  4.266  -2.153  1.019
C  5.372  -2.871  1.391
C  6.168  -3.552  0.458
C  7.305  -4.224  0.876
C  7.685  -4.251  2.213
C  6.890  -3.584  3.140
C  5.753  -2.904  2.744
N  2.003  -2.108  -1.684
N  0.991  -1.094  -2.114
C  0.302  -2.413  -3.171
C  -1.011  -2.223  -3.691
C  -1.317  -2.518  -5.008
C  -0.383  -3.043  -5.890
C  0.900  -3.277  -5.387
C  1.244  -2.996  -4.083
H  3.583  -1.928  1.737
H  5.867  -3.541  -0.580
H  7.905  -4.744  0.136
H  8.573  -4.785  2.527
H  7.157  -3.596  4.191
H  5.139  -2.389  3.475
H  -1.787  -1.852  -3.039
H  -2.338  -2.350  -5.341
H  -0.642  -3.282  -6.915
H  1.661  -3.708  -6.032
H  2.245  -3.191  -3.734
C  -3.203  2.886  -1.291
N  -3.314  1.446  -1.196
C  -4.393  0.916  -0.379
C  -2.315  0.663  -1.602
O  -2.272  -0.559  -1.433
H  -2.989  3.323  -0.311
H  -4.141  3.305  -1.664
H  -2.396  3.155  -1.970
H  -5.355  1.215  -0.803
H  -4.315  1.295  0.641
H  -4.320  -0.167  -0.357
H  -1.513  1.190  -2.128
C  0.545  -2.433  -1.694
Ge  -1.530  -2.915  0.859
C  -3.432  -2.474  1.313
C  -3.780  -1.625  2.367
C  -5.100  -1.263  2.610
C  -6.117  -1.741  1.793
C  -5.795  -2.579  0.732
C  -4.471  -2.934  0.499
C  -1.800  -4.716  0.039
C  -1.251  -5.098  -1.184
C  -1.434  -6.384  -1.687
C  -2.172  -7.316  -0.972
C  -2.730  -6.954  0.250
C  -2.542  -5.670  0.743
C  -0.729  -3.488  2.596
C  0.614  -3.877  2.597
C  1.230  -4.364  3.742
C  0.511  -4.473  4.927
C  -0.828  -4.106  4.946
C  -1.437  -3.625  3.790
H  -3.006  -1.218  3.008
H  -5.329  -0.591  3.431
H  -7.147  -1.457  1.976
H  -6.576  -2.954  0.079
H  -4.241  -3.587  -0.337
H  -0.682  -4.383  -1.762
H  -0.997  -6.648  -2.643
H  -2.312  -8.318  -1.362
H  -3.309  -7.674  0.820
H  -2.980  -5.403  1.702
H  1.192  -3.791  1.684
H  2.275  -4.654  3.708
H  0.990  -4.846  5.826
H  -1.404  -4.194  5.861
H  -2.487  -3.359  3.830

net charge	-2
relative energy (zero: lowest compared OMol25 entry of this formula, charge and spin)	11.02	kcal per mole
lowest unoccupied orbital energy (spin up / spin down)	4.24 / 4.24	eV
expectation value of S²	0.756
highest occupied orbital energy (spin up / spin down)	-1.3 / -1.5	eV
E_tot	-6099.9804	hartree
2S+1	2

Computed, not measured: a structure of composition C8H7ClN2S at a distorted geometry, with ωB97M-V/def2-TZVPD.

Cartesian coordinates (Å):
C  1.747  -0.491  1.370
C  2.856  -0.379  0.627
C  1.557  0.746  -1.102
C  -0.709  -0.163  1.598
C  0.446  -0.066  0.976
C  2.755  0.377  -0.560
C  0.336  0.579  -0.380
C  -3.370  -0.493  -0.972
N  -0.747  1.073  -0.783
N  -3.298  0.561  0.007
S  -1.858  0.905  0.543
Cl  4.238  0.759  -1.315
H  1.723  -1.182  2.296
H  3.798  -0.653  1.028
H  1.673  1.165  -2.175
H  -1.073  -0.428  2.541
H  -4.258  -1.214  -0.704
H  -3.468  -0.047  -2.034
H  -2.348  -1.050  -0.963

relative energy (zero: lowest compared OMol25 entry of this formula, charge and spin)	31.27	kcal per mole
lowest unoccupied orbital energy	-1.35	eV
highest occupied orbital energy	-8.6	eV
E_tot	-1276.7895	hartree

Computed, not measured: the ion C4H7ClN with charge +1 at a distorted geometry, with ωB97M-V/def2-TZVPD.

Cartesian coordinates (Å):
C  -1.653  1.424  0.294
C  -1.262  0.050  0.529
N  -0.211  -0.482  -0.196
C  0.416  -1.563  -0.237
C  1.872  -1.903  -0.009
Cl  -0.584  -2.963  -0.759
H  -2.523  1.525  0.912
H  -2.020  1.613  -0.735
H  -0.917  2.176  0.491
H  -1.616  -0.514  1.305
H  2.424  -2.305  -0.926
H  1.752  -2.719  0.820
H  2.331  -1.073  0.595

net charge	+1
relative energy (zero: lowest compared OMol25 entry of this formula, charge and spin)	48.54	kcal per mole
lowest unoccupied orbital energy	-6.16	eV
highest occupied orbital energy	-15.9	eV
E_tot	-671.2235	hartree
SMILES	CC=[N+]=C(C)Cl

Computed, not measured: a structure of composition C6H13Mg2O5 at a distorted geometry, with ωB97M-V/def2-TZVPD.

Cartesian coordinates (Å):
O  -0.744  -1.111  -0.525
C  -1.960  -1.812  -0.423
C  -2.982  -1.009  0.369
O  -2.963  0.339  -0.125
C  -3.948  1.184  0.465
Mg  -1.091  0.847  -0.723
H  -1.822  -2.785  0.078
H  -2.353  -2.012  -1.434
H  -2.730  -0.983  1.442
H  -3.993  -1.424  0.247
H  -3.758  2.206  0.123
H  -4.946  0.862  0.140
H  -3.877  1.136  1.561
O  0.388  0.618  0.853
C  0.372  -0.657  1.028
O  1.478  -1.382  0.918
C  2.746  -0.748  0.879
O  2.886  0.064  -0.258
C  3.087  -0.649  -1.498
Mg  1.713  1.763  -0.255
H  -0.332  -1.055  1.769
H  3.481  -1.558  0.849
H  2.877  -0.136  1.779
H  3.231  0.107  -2.277
H  3.990  -1.265  -1.411
H  2.200  -1.258  -1.722

net charge	+2
relative energy (zero: lowest compared OMol25 entry of this formula, charge and spin)	13.15	kcal per mole
lowest unoccupied orbital energy (spin up / spin down)	-8.32 / -9.39	eV
expectation value of S²	0.751
highest occupied orbital energy (spin up / spin down)	-15.0 / -17.2	eV
E_tot	-1012.2250	hartree
2S+1	2

Computed, not measured: the ion C5H9N2Si with charge +1 at a distorted geometry, with ωB97M-V/def2-TZVPD.

Cartesian coordinates (Å):
C  1.587  -0.959  0.068
C  0.301  1.083  -0.277
C  0.541  -1.752  0.383
C  1.467  0.479  -0.209
C  -1.141  0.008  0.263
N  -0.735  -1.250  0.518
N  2.666  1.058  -0.401
Si  -2.875  0.625  -0.103
H  2.533  -1.368  0.104
H  -0.354  1.951  -0.393
H  0.676  -2.697  0.810
H  -1.521  -1.843  0.701
H  3.507  0.518  -0.347
H  2.791  2.018  -0.389
H  -3.687  -0.498  0.422
H  -2.511  0.621  -1.603
H  -3.245  2.008  0.453

net charge	+1
lowest unoccupied orbital energy (spin up / spin down)	-3.43 / -7.21	eV
expectation value of S²	2.021
highest occupied orbital energy (spin up / spin down)	-10.4 / -13.5	eV
E_tot	-594.4691	hartree
2S+1	3

Computed, not measured: a structure of composition C5H6FO3 at a distorted geometry, with ωB97M-V/def2-TZVPD.

Cartesian coordinates (Å):
O  -2.038  1.420  -1.166
C  -1.340  2.397  -0.598
C  -1.460  0.153  -0.782
O  -1.585  3.569  -0.717
O  -0.389  1.899  0.205
C  -0.554  0.485  0.391
H  -0.889  -0.236  -1.636
H  -2.262  -0.543  -0.513
F  -1.359  0.391  1.564
H  0.846  -0.257  0.630
C  1.988  -2.219  0.397
H  1.052  -2.593  -0.045
H  2.821  -2.934  0.441
C  2.071  -0.956  0.847
H  3.098  -0.578  0.980

net charge	-1
relative energy (zero: lowest compared OMol25 entry of this formula, charge and spin)	12.00	kcal per mole
lowest unoccupied orbital energy	3.85	eV
highest occupied orbital energy	-3.1	eV
E_tot	-519.6551	hartree

Computed, not measured: a structure of composition C5H8O2, with ωB97M-V/def2-TZVPD.

Cartesian coordinates (Å):
O  1.999  -0.946  -0.326
C  1.003  -0.351  0.475
C  0.653  1.063  -0.066
C  -0.746  0.719  -0.604
C  -1.438  -0.009  0.562
C  -0.356  -1.019  0.177
O  -0.518  -0.593  -1.213
H  1.575  -0.997  -1.200
H  1.341  -0.405  1.514
H  0.677  1.900  0.640
H  1.389  1.243  -0.854
H  -1.262  1.426  -1.255
H  -1.457  0.440  1.560
H  -2.424  -0.374  0.269
H  -0.436  -2.097  0.321

relative energy (zero: lowest compared OMol25 entry of this formula, charge and spin)	39.36	kcal per mole
lowest unoccupied orbital energy	1.02	eV
highest occupied orbital energy	-9.7	eV
E_tot	-345.7422	hartree

Computed, not measured: a structure of composition C31H60AsAuBN6S3Si, with ωB97M-V/def2-TZVPD.

Cartesian coordinates (Å):
Au  -0.826  -0.488  0.805
C  -3.292  0.384  -5.452
C  -3.073  -0.899  -4.647
C  -3.026  -2.125  -5.565
C  -4.245  -1.079  -3.689
N  -1.723  -0.781  -3.991
C  -0.605  -0.710  -4.807
C  0.474  -0.695  -4.019
N  0.057  -0.766  -2.691
B  1.197  -0.788  -1.660
N  1.351  0.592  -0.713
C  2.679  0.835  -0.417
C  2.902  2.158  -0.434
N  1.713  2.772  -0.779
C  0.768  1.806  -0.870
S  -0.948  2.099  -0.550
C  1.738  4.203  -1.267
C  2.710  4.223  -2.456
C  0.395  4.702  -1.791
C  2.255  5.081  -0.131
N  1.593  -2.112  -0.926
C  2.838  -2.612  -1.319
C  3.020  -3.823  -0.778
N  1.889  -4.114  -0.038
C  1.018  -3.065  -0.129
S  -0.488  -3.030  0.656
C  1.674  -5.422  0.666
C  2.885  -6.325  0.418
C  1.563  -5.184  2.172
C  0.444  -6.125  0.091
C  -1.318  -0.801  -2.689
S  -2.354  -0.804  -1.344
H  -4.272  0.350  -5.928
H  -2.547  0.515  -6.237
H  -3.261  1.253  -4.793
H  -3.987  -2.224  -6.071
H  -2.850  -3.030  -4.983
H  -2.256  -2.052  -6.331
H  -5.127  -1.232  -4.312
H  -4.411  -0.206  -3.064
H  -4.124  -1.947  -3.046
H  -0.676  -0.665  -5.877
H  1.514  -0.656  -4.280
H  2.162  -0.596  -2.332
H  3.376  0.025  -0.285
H  3.814  2.711  -0.296
H  2.297  3.666  -3.298
H  3.683  3.803  -2.205
H  2.864  5.256  -2.767
H  -0.058  4.002  -2.489
H  0.602  5.625  -2.335
H  -0.328  4.937  -1.017
H  3.320  4.929  0.051
H  1.716  4.891  0.799
H  2.115  6.128  -0.398
H  3.491  -2.054  -1.965
H  3.855  -4.488  -0.858
H  3.804  -5.918  0.842
H  3.035  -6.531  -0.642
H  2.689  -7.276  0.912
H  2.454  -4.669  2.539
H  1.498  -6.148  2.679
H  0.682  -4.600  2.425
H  0.561  -6.265  -0.985
H  -0.473  -5.572  0.274
H  0.354  -7.108  0.556
C  -3.575  1.762  1.693
Si  -2.637  3.377  1.577
C  -3.448  4.521  0.336
C  -2.473  4.196  3.256
C  -0.845  3.078  0.959
H  -4.534  1.932  2.189
H  -3.029  1.006  2.263
H  -3.781  1.341  0.705
H  -4.503  4.667  0.579
H  -3.401  4.108  -0.675
H  -2.976  5.506  0.323
H  -3.452  4.515  3.620
H  -1.835  5.082  3.215
H  -2.058  3.513  4.000
H  -0.266  2.542  1.705
H  -0.413  4.065  0.801
C  -1.664  -2.085  4.151
C  -1.125  -0.691  4.436
As  0.113  -0.061  3.068
C  1.620  -1.291  3.243
C  2.156  -1.483  4.652
C  0.790  1.546  3.954
C  2.000  2.153  3.256
H  -2.378  -2.385  4.918
H  -0.865  -2.829  4.128
H  -2.169  -2.124  3.184
H  -0.608  -0.644  5.396
H  -1.934  0.042  4.475
H  2.395  -0.920  2.566
H  1.261  -2.227  2.812
H  2.521  -0.550  5.087
H  2.991  -2.186  4.650
H  1.395  -1.888  5.321
H  1.030  1.269  4.981
H  -0.041  2.252  4.005
H  2.841  1.456  3.245
H  2.331  3.059  3.765
H  1.788  2.415  2.218

net charge	+1
relative energy (zero: lowest compared OMol25 entry of this formula, charge and spin)	32.87	kcal per mole
lowest unoccupied orbital energy	-2.14	eV
highest occupied orbital energy	-8.9	eV
E_tot	-5426.0977	hartree

Copy entry 4 word for word.
Computed, not measured: a structure of composition C6H13Mg2O5 at a distorted geometry, with ωB97M-V/def2-TZVPD.

Cartesian coordinates (Å):
O  -0.744  -1.111  -0.525
C  -1.960  -1.812  -0.423
C  -2.982  -1.009  0.369
O  -2.963  0.339  -0.125
C  -3.948  1.184  0.465
Mg  -1.091  0.847  -0.723
H  -1.822  -2.785  0.078
H  -2.353  -2.012  -1.434
H  -2.730  -0.983  1.442
H  -3.993  -1.424  0.247
H  -3.758  2.206  0.123
H  -4.946  0.862  0.140
H  -3.877  1.136  1.561
O  0.388  0.618  0.853
C  0.372  -0.657  1.028
O  1.478  -1.382  0.918
C  2.746  -0.748  0.879
O  2.886  0.064  -0.258
C  3.087  -0.649  -1.498
Mg  1.713  1.763  -0.255
H  -0.332  -1.055  1.769
H  3.481  -1.558  0.849
H  2.877  -0.136  1.779
H  3.231  0.107  -2.277
H  3.990  -1.265  -1.411
H  2.200  -1.258  -1.722

net charge	+2
relative energy (zero: lowest compared OMol25 entry of this formula, charge and spin)	13.15	kcal per mole
lowest unoccupied orbital energy (spin up / spin down)	-8.32 / -9.39	eV
expectation value of S²	0.751
highest occupied orbital energy (spin up / spin down)	-15.0 / -17.2	eV
E_tot	-1012.2250	hartree
2S+1	2